[1]
DFT (the ωB97M-V functional and the def2-TZVPD basis) results for a cluster of 2 separate species, C6H7BrClN4 in total at a distorted geometry.

```
! wB97M-V def2-TZVPD RIJCOSX def2/J DEFGRID3
* xyz 1 1
C 0.55 1.45 1.58
C 1.24 1.74 -0.47
C -0.67 0.86 1.15
C 1.27 -1.87 0.28
C -0.83 0.59 -0.23
C -1.90 -0.26 -0.77
N 1.44 1.91 0.77
N -0.56 -2.98 1.20
N 0.38 -2.54 0.81
N 0.18 1.07 -1.03
Cl 2.33 2.37 -1.57
Br 1.22 -1.76 -1.73
H 0.85 1.66 2.53
H -1.47 0.49 1.68
H 2.30 -2.18 0.67
H -2.81 -0.33 -0.08
H -1.62 -1.32 -1.07
H -2.11 0.21 -1.73
H 0.22 0.89 -1.99
*
```

E_HOMO (eV): -12.673
DFT total energy (Eh): -3485.70912
Gap between HOMO and LUMO (eV): 7.734
LUMO energy (eV): -4.94
Energy relative to the best compared isomer or geometry (same formula, charge and spin) (eV): 0.7361



[2]
DFT (the ωB97M-V functional and the def2-TZVPD basis) results for a structure of composition C6H18InO6 at a distorted geometry.

```
! wB97M-V def2-TZVPD RIJCOSX def2/J DEFGRID3
* xyz 2 2
In 0.14 -0.07 0.08
C -0.96 -0.36 -3.78
C 0.09 -1.48 -3.64
O 0.47 -1.87 -2.28
O -0.95 0.62 -2.72
H -1.95 -0.83 -3.75
H -0.99 0.13 -4.75
H 0.98 -1.07 -4.12
H -0.19 -2.31 -4.28
H 0.63 -2.81 -2.28
H -1.02 1.48 -3.15
C 4.43 0.80 1.97
C 3.04 1.30 2.45
O 1.99 0.37 2.37
O 4.93 -0.33 2.85
H 5.10 1.66 2.03
H 4.49 0.40 0.96
H 2.86 2.21 1.88
H 3.08 1.68 3.47
H 2.10 -0.28 3.07
H 4.98 -0.06 3.77
C -3.44 0.44 1.72
C -3.71 -0.25 0.40
O -2.80 0.14 -0.59
O -2.09 0.21 2.06
H -4.08 -0.06 2.45
H -3.72 1.49 1.78
H -4.69 0.09 0.06
H -3.55 -1.33 0.46
H -3.11 0.08 -1.50
H -2.09 0.01 3.00
*
```

E_HOMO (alpha / beta) (eV): -15.572 / -15.554
DFT total energy (Eh): -880.22359
Gap between HOMO and LUMO (alpha / beta) (eV): 9.374 / 2.593
LUMO energy (alpha / beta) (eV): -6.20 / -12.96
Energy relative to the best compared isomer or geometry (same formula, charge and spin) (eV): 0.0000



[3]
DFT (the ωB97M-V functional and the def2-TZVPD basis) results for a structure of composition C19H19IrN6O.

```
! wB97M-V def2-TZVPD RIJCOSX def2/J DEFGRID3
* xyz 3 2
Ir 0.40 0.48 -0.10
C -4.55 -1.95 -0.08
C -3.85 -2.40 1.07
C -2.73 -1.75 1.49
C -2.28 -0.62 0.75
C -2.96 -0.20 -0.44
C -4.10 -0.85 -0.83
N -1.16 0.07 1.12
C -0.94 0.44 2.42
C -1.88 0.34 3.47
C -1.53 0.75 4.73
C -0.25 1.27 4.99
C 0.69 1.43 3.97
C 0.34 1.03 2.70
N 1.13 1.17 1.54
N 2.23 1.78 1.58
C 2.79 1.89 0.31
C 3.98 2.56 0.15
C 4.47 2.72 -1.14
C 3.76 2.21 -2.22
C 2.57 1.53 -1.98
N 2.09 1.35 -0.74
H -5.45 -2.47 -0.38
H -4.21 -3.27 1.62
H -2.17 -2.08 2.36
H -2.58 0.65 -0.99
H -4.66 -0.53 -1.69
H -2.88 -0.03 3.27
H -2.24 0.68 5.54
H 0.01 1.57 6.00
H 1.66 1.86 4.16
H 4.49 2.96 1.01
H 5.40 3.25 -1.31
H 4.11 2.33 -3.23
H 1.98 1.12 -2.79
C 1.74 -2.74 -3.48
N 1.14 -1.82 -2.51
C 0.14 -0.98 -2.78
N -0.35 -0.93 -4.01
O -0.37 -0.20 -1.90
H 2.46 -3.36 -2.96
H 2.26 -2.19 -4.26
H 0.98 -3.39 -3.91
H 1.45 -1.86 -1.55
H -0.05 -1.54 -4.75
H -1.09 -0.27 -4.22
*
```

E_HOMO (alpha / beta) (eV): -18.587 / -18.388
DFT total energy (Eh): -1242.50838
Gap between HOMO and LUMO (alpha / beta) (eV): 6.090 / 5.585
LUMO energy (alpha / beta) (eV): -12.50 / -12.80
Energy relative to the best compared isomer or geometry (same formula, charge and spin) (eV): 0.0483



[4]
DFT (the ωB97M-V functional and the def2-TZVPD basis) results for a structure of composition C34H41IrN7O2S.

```
! wB97M-V def2-TZVPD RIJCOSX def2/J DEFGRID3
* xyz 2 6
Ir -0.96 1.03 1.36
N -0.09 3.16 1.80
C -0.84 3.80 2.89
C -0.95 2.83 4.06
N -1.61 1.58 3.65
C -1.18 0.45 4.48
C 0.18 -0.05 4.04
N 0.10 -0.45 2.62
C -3.08 1.73 3.68
C -3.75 0.85 2.65
N -3.23 1.20 1.31
H 0.90 3.13 2.02
H -0.16 3.71 0.94
H -1.82 4.07 2.51
H -0.36 4.72 3.23
H -1.47 3.30 4.90
H 0.06 2.60 4.40
H -1.91 -0.35 4.37
H -1.17 0.73 5.54
H 0.48 -0.89 4.67
H 0.94 0.72 4.13
H -0.31 -1.38 2.54
H 1.03 -0.51 2.18
H -3.33 2.77 3.45
H -3.47 1.52 4.68
H -4.83 0.97 2.71
H -3.53 -0.21 2.81
H -3.61 2.09 1.01
H -3.53 0.51 0.62
C 0.41 -0.28 -6.88
C 0.48 0.30 -5.50
C 0.58 1.67 -5.30
C 0.63 2.21 -4.02
C 0.58 1.36 -2.93
C 0.48 -0.02 -3.10
C 0.43 -0.54 -4.38
S 0.56 2.07 -1.33
O 1.10 3.40 -1.36
O -0.81 1.95 -0.82
N 1.43 1.08 -0.33
C 2.71 0.85 -0.57
C 3.47 1.46 -1.62
C 4.79 1.13 -1.85
C 5.43 0.20 -1.06
C 4.75 -0.42 0.02
C 5.40 -1.37 0.84
C 4.71 -1.95 1.87
C 3.37 -1.56 2.07
N 2.74 -0.67 1.32
C 3.41 -0.11 0.30
H 0.59 0.47 -7.64
H -0.57 -0.73 -7.06
H 1.15 -1.08 -7.00
H 0.62 2.33 -6.15
H 0.72 3.28 -3.87
H 0.43 -0.68 -2.24
H 0.36 -1.61 -4.51
H 3.01 2.21 -2.24
H 5.33 1.62 -2.66
H 6.47 -0.06 -1.24
H 6.43 -1.63 0.65
H 5.16 -2.68 2.53
H 2.80 -1.99 2.88
C -3.35 -1.41 -3.83
C -3.33 -0.18 -3.17
C -2.76 -0.07 -1.93
C -2.18 -1.22 -1.29
C -2.22 -2.46 -1.99
C -2.80 -2.54 -3.24
N -1.63 -1.08 -0.08
C -1.08 -2.23 0.53
C 0.25 -2.58 0.28
C 0.82 -3.64 0.97
C 0.08 -4.36 1.91
C -1.24 -4.01 2.15
C -1.83 -2.95 1.46
H -3.81 -1.49 -4.81
H -3.76 0.70 -3.64
H -2.70 0.87 -1.42
H -1.80 -3.35 -1.53
H -2.83 -3.49 -3.75
H 0.83 -2.01 -0.42
H 1.85 -3.92 0.77
H 0.53 -5.19 2.44
H -1.83 -4.58 2.86
H -2.86 -2.69 1.64
*
```

E_HOMO (alpha / beta) (eV): -12.823 / -13.645
DFT total energy (Eh): -2355.93759
Gap between HOMO and LUMO (alpha / beta) (eV): 7.568 / 6.183
LUMO energy (alpha / beta) (eV): -5.25 / -7.46
Energy relative to the best compared isomer or geometry (same formula, charge and spin) (eV): 0.0000



[5]
DFT (the ωB97M-V functional and the def2-TZVPD basis) results for a cluster of 7 separate species, C28H42O14 in total at a distorted geometry.

```
! wB97M-V def2-TZVPD RIJCOSX def2/J DEFGRID3
* xyz 1 2
O 4.21 -2.57 -5.04
C 4.18 -2.30 -3.89
O 5.18 -1.70 -3.32
C 5.01 -1.51 -1.93
C 3.84 -2.44 -1.55
C 3.10 -2.59 -2.84
H 4.73 -0.46 -1.80
H 5.90 -1.85 -1.40
H 3.36 -2.07 -0.65
H 4.26 -3.42 -1.35
H 2.40 -1.77 -2.95
H 2.82 -3.59 -3.16
O -3.45 -4.58 1.86
C -3.26 -3.58 2.55
O -3.92 -2.39 2.37
C -3.51 -1.42 3.25
C -2.51 -2.02 4.23
C -2.19 -3.39 3.61
H -4.40 -1.02 3.74
H -3.05 -0.67 2.61
H -2.89 -2.02 5.25
H -1.63 -1.37 4.15
H -2.31 -4.25 4.27
H -1.32 -3.59 2.98
O -2.94 5.99 4.76
C -2.72 4.84 4.38
O -3.73 3.96 4.33
C -3.35 2.70 3.78
C -2.02 3.03 3.13
C -1.44 4.21 3.79
H -4.03 2.36 2.99
H -3.29 1.99 4.60
H -2.10 3.09 2.05
H -1.33 2.23 3.40
H -1.22 4.89 2.97
H -0.51 4.22 4.36
O 4.64 0.65 0.98
C 5.17 1.73 1.30
O 6.09 2.40 0.49
C 7.12 3.05 1.34
C 6.36 3.36 2.70
C 5.15 2.39 2.63
H 7.43 3.99 0.88
H 7.94 2.34 1.44
H 6.10 4.41 2.89
H 6.96 3.09 3.57
H 4.24 2.91 2.91
H 5.19 1.55 3.32
O -2.20 -0.11 0.08
C -1.02 -0.38 0.16
O -0.61 -1.65 0.49
C 0.78 -1.72 0.42
C 1.27 -0.29 0.09
C 0.06 0.68 -0.01
H 1.01 -2.45 -0.36
H 1.29 -2.03 1.33
H 1.66 -0.06 -0.90
H 2.05 0.02 0.79
H -0.02 1.06 -1.03
H -0.03 1.37 0.83
O -3.95 -4.35 -0.73
C -4.30 -3.24 -1.12
O -5.10 -2.39 -0.37
C -5.08 -1.08 -0.89
C -4.39 -1.13 -2.23
C -3.92 -2.53 -2.45
H -4.38 -0.60 -0.20
H -6.04 -0.62 -1.11
H -3.49 -0.52 -2.21
H -4.98 -0.83 -3.09
H -2.83 -2.49 -2.51
H -4.18 -2.95 -3.42
O 0.62 -0.40 -3.29
C -0.13 0.05 -4.17
O -1.35 0.25 -3.78
C -2.00 1.12 -4.69
C -1.14 1.00 -5.94
C 0.22 0.63 -5.47
H -2.04 2.14 -4.32
H -3.01 0.87 -5.02
H -1.03 1.98 -6.42
H -1.48 0.42 -6.80
H 0.90 1.48 -5.42
H 0.60 -0.06 -6.22
*
```

E_HOMO (alpha / beta) (eV): -11.387 / -11.387
DFT total energy (Eh): -2145.09166
Gap between HOMO and LUMO (alpha / beta) (eV): 8.957 / 3.235
LUMO energy (alpha / beta) (eV): -2.43 / -8.15
Energy relative to the best compared isomer or geometry (same formula, charge and spin) (eV): 0.0000



[6]
DFT (the ωB97M-V functional and the def2-TZVPD basis) results for a cluster of 5 separate species, C18H32Cl2N4 in total.

```
! wB97M-V def2-TZVPD RIJCOSX def2/J DEFGRID3
* xyz 0 1
C 17.19 -23.37 -31.85
C 18.43 -24.24 -31.67
C 19.52 -23.97 -32.70
C 19.10 -24.42 -34.02
N 18.70 -24.81 -35.03
H 16.79 -23.48 -32.86
H 17.37 -22.32 -31.63
H 16.39 -23.71 -31.18
H 18.14 -25.29 -31.76
H 18.86 -24.17 -30.67
H 20.44 -24.47 -32.40
H 19.76 -22.90 -32.76
C 22.49 -31.19 -34.42
C 23.06 -31.43 -35.82
C 22.23 -32.41 -36.63
C 20.84 -31.97 -36.72
N 19.75 -31.59 -36.77
H 21.47 -30.83 -34.50
H 23.06 -30.44 -33.88
H 22.47 -32.11 -33.84
H 24.09 -31.80 -35.74
H 23.13 -30.48 -36.36
H 22.26 -33.42 -36.22
H 22.62 -32.49 -37.65
C 23.84 -26.79 -27.75
C 23.95 -27.34 -29.18
C 22.64 -27.91 -29.73
C 21.59 -26.91 -29.85
N 20.78 -26.10 -29.94
H 22.96 -26.14 -27.67
H 24.72 -26.21 -27.50
H 23.70 -27.59 -27.03
H 24.69 -28.14 -29.21
H 24.35 -26.57 -29.84
H 22.31 -28.72 -29.07
H 22.82 -28.35 -30.71
C 16.06 -32.16 -30.79
C 17.17 -31.14 -30.66
C 17.93 -31.13 -29.34
C 17.10 -30.64 -28.24
N 16.44 -30.24 -27.39
H 15.40 -32.10 -29.92
H 16.45 -33.17 -30.89
H 15.44 -31.95 -31.66
H 16.73 -30.14 -30.73
H 17.88 -31.21 -31.49
H 18.79 -30.47 -29.42
H 18.29 -32.12 -29.04
Cl 20.61 -29.82 -31.84
C 19.39 -28.80 -32.68
C 20.00 -28.04 -33.84
Cl 21.34 -26.99 -33.29
H 19.02 -28.11 -31.93
H 18.62 -29.47 -33.05
H 19.25 -27.37 -34.26
H 20.39 -28.71 -34.61
*
```

Structure (SMILES): CCCC#N.CCCC#N.CCCC#N.CCCC#N.ClCCCl
E_HOMO (eV): -10.958
DFT total energy (Eh): -1844.44917
Gap between HOMO and LUMO (eV): 11.334
LUMO energy (eV): 0.38
Energy relative to the best compared isomer or geometry (same formula, charge and spin) (eV): 0.0000



[7]
DFT (the ωB97M-V functional and the def2-TZVPD basis) results for a structure of composition C26H42BLiN9O6P.

```
! wB97M-V def2-TZVPD RIJCOSX def2/J DEFGRID3
* xyz -1 2
Li -0.60 0.22 -0.44
C -2.95 -0.64 1.72
C -1.81 0.20 2.20
C -1.29 0.34 3.50
C -0.22 1.19 3.36
N -0.13 1.55 2.07
N -1.10 0.94 1.35
B 0.95 2.44 1.37
N 1.97 1.53 0.65
C 3.27 1.31 0.87
C 3.72 0.43 -0.08
C 2.60 0.15 -0.87
C 2.55 -0.76 -2.06
N 1.54 0.81 -0.42
N 0.32 3.44 0.36
C 0.49 4.78 0.38
C -0.20 5.32 -0.68
C -0.76 4.21 -1.33
C -1.62 4.20 -2.56
N -0.43 3.08 -0.71
N 1.57 3.31 2.49
C 0.83 4.01 3.38
C 1.69 4.82 4.10
C 2.96 4.53 3.57
C 4.29 5.09 3.97
N 2.88 3.63 2.61
H -3.42 -1.16 2.55
H -2.60 -1.39 1.00
H -3.69 -0.02 1.21
H -1.65 -0.13 4.40
H 0.48 1.56 4.10
H 3.78 1.81 1.67
H 4.72 0.04 -0.20
H 3.56 -0.98 -2.39
H 2.04 -0.28 -2.90
H 2.04 -1.70 -1.85
H 1.08 5.26 1.14
H -0.28 6.36 -0.95
H -2.04 5.18 -2.73
H -2.44 3.49 -2.45
H -1.04 3.93 -3.45
H -0.24 3.91 3.42
H 1.43 5.51 4.89
H 4.16 5.92 4.68
H 4.83 5.46 3.11
H 4.91 4.34 4.46
N -0.35 0.82 -3.00
C -1.49 0.86 -3.72
C -3.14 0.77 -2.52
O -4.05 0.76 -3.30
O -2.74 0.77 -1.40
H -0.10 1.62 -2.43
H -0.13 -0.08 -2.58
H -1.72 -0.03 -4.30
H -1.75 1.80 -4.19
C -0.39 -3.32 2.94
C 0.35 -3.31 1.61
C 1.32 -2.14 1.55
C 1.08 -4.64 1.40
O -0.70 -3.17 0.62
P -0.46 -2.90 -0.95
O 0.77 -3.55 -1.47
O -0.64 -1.42 -1.20
O -1.79 -3.65 -1.45
C -1.97 -4.13 -2.80
C -1.50 -3.09 -3.82
C -1.22 -5.44 -2.97
C -3.47 -4.34 -2.93
H 0.32 -3.46 3.76
H -1.11 -4.14 2.95
H -0.91 -2.38 3.08
H 2.06 -2.23 2.34
H 0.78 -1.19 1.69
H 1.84 -2.10 0.59
H 1.83 -4.77 2.19
H 1.57 -4.66 0.43
H 0.37 -5.46 1.45
H -0.42 -2.95 -3.77
H -1.99 -2.14 -3.62
H -1.77 -3.42 -4.82
H -0.15 -5.28 -2.78
H -1.36 -5.83 -3.98
H -1.59 -6.18 -2.25
H -4.00 -3.40 -2.80
H -3.81 -5.04 -2.16
H -3.71 -4.75 -3.91
*
```

E_HOMO (alpha / beta) (eV): -5.135 / -6.054
DFT total energy (Eh): -2334.37024
Gap between HOMO and LUMO (alpha / beta) (eV): 7.783 / 7.891
LUMO energy (alpha / beta) (eV): 2.65 / 1.84
Energy relative to the best compared isomer or geometry (same formula, charge and spin) (eV): 0.1310



[8]
DFT (the ωB97M-V functional and the def2-TZVPD basis) results for a structure of composition C4H8O2 at a distorted geometry.

```
! wB97M-V def2-TZVPD RIJCOSX def2/J DEFGRID3
* xyz 0 1
O 1.34 1.07 -0.07
C 1.35 -0.18 -0.62
C 0.23 -1.21 0.19
C -0.84 -0.38 0.80
C -1.13 1.26 -0.18
O -1.23 1.15 -1.37
H 0.25 1.16 0.22
H 2.27 -0.74 -0.44
H 1.07 -0.17 -1.69
H 0.87 -1.71 0.93
H -0.13 -1.92 -0.56
H -1.87 -0.60 0.55
H -0.68 -0.12 1.85
H -1.67 2.05 0.39
*
```

E_HOMO (eV): -9.386
DFT total energy (Eh): -307.55693
Gap between HOMO and LUMO (eV): 9.295
LUMO energy (eV): -0.09
Energy relative to the best compared isomer or geometry (same formula, charge and spin) (eV): 4.2314



[9]
DFT (the ωB97M-V functional and the def2-TZVPD basis) results for the molecule C5H10O2.

```
! wB97M-V def2-TZVPD RIJCOSX def2/J DEFGRID3
* xyz 0 1
C -2.22 -0.68 -0.38
C -1.15 0.39 -0.53
C 0.01 0.19 0.43
O 0.73 -1.05 0.09
C 1.22 1.10 0.24
C 2.12 -0.14 0.02
O 2.67 -0.71 1.05
H -3.02 -0.55 -1.12
H -1.78 -1.68 -0.52
H -2.67 -0.65 0.62
H -0.75 0.39 -1.55
H -1.57 1.39 -0.35
H -0.36 0.12 1.46
H 1.49 -1.28 0.99
H 1.54 1.67 1.12
H 1.14 1.75 -0.63
H 2.58 -0.26 -0.97
*
```

E_HOMO (eV): -9.635
DFT total energy (Eh): -346.90070
Gap between HOMO and LUMO (eV): 10.668
LUMO energy (eV): 1.03
Energy relative to the best compared isomer or geometry (same formula, charge and spin) (eV): 3.3940



[10]
DFT (the ωB97M-V functional and the def2-TZVPD basis) results for a structure of composition C3H5O3 at a distorted geometry.

```
! wB97M-V def2-TZVPD RIJCOSX def2/J DEFGRID3
* xyz -1 1
O -2.19 -0.80 -0.46
C -1.32 0.05 -0.08
O -1.37 1.25 0.35
C 0.14 -0.42 -0.17
C 1.31 0.43 0.43
O 2.77 -0.48 -0.12
H 0.20 -1.44 0.29
H 0.64 -0.67 -1.22
H 1.06 1.46 0.63
H 2.15 0.49 -0.44
H 1.52 0.08 1.50
*
```

E_HOMO (eV): -4.409
DFT total energy (Eh): -342.92370
Gap between HOMO and LUMO (eV): 7.943
LUMO energy (eV): 3.53
Energy relative to the best compared isomer or geometry (same formula, charge and spin) (eV): 4.4735